1.
The following is a quantum chemistry calculation of a molecular structure, C5H14F15KO22S5 at a distorted geometry, from OMol25.

Geometry as XYZ:
```
62
Properties=species:S:1:pos:R:3:forces:R:3
K 1.84353 0.24226 -4.71930 -0.5 -0.3 1.1
C -0.48130 0.91861 -0.01314 0.3 -1.3 -1.3
F -1.72720 0.58498 -0.41712 -0.2 -0.2 0.1
F -0.23659 2.09371 -0.60831 0.4 0.2 0.5
F -0.46941 1.01580 1.29198 0.2 0.1 -0.3
S 0.74985 -0.45013 -0.66476 0.7 -0.4 1.9
O 2.00970 -0.04373 -0.06111 -0.6 0.2 -1.0
O 0.23147 -1.68872 -0.08580 0.3 1.1 -0.9
O 0.74374 -0.42878 -2.15068 -0.5 0.5 0.2
C -1.22902 3.13886 -3.57827 -0.3 3.8 -0.2
F -0.20845 2.35938 -3.26306 -0.3 -0.9 -0.2
F -1.65580 2.92695 -4.84135 0.4 -0.9 -0.3
F -2.29247 2.98417 -2.80562 0.4 -0.8 0.3
S -0.64388 4.97938 -3.51267 0.3 1.3 0.9
O -0.29152 5.24053 -2.12364 -0.6 -0.7 -0.4
O 0.52855 5.02615 -4.37120 0.1 -0.8 -0.7
O -1.75338 5.78116 -4.02272 0.0 -0.9 0.1
C 2.21165 3.15390 3.33494 0.9 -1.5 3.0
F 3.34072 3.82147 2.99869 -0.6 -0.1 -0.9
F 1.34977 4.06351 3.81334 -0.4 0.5 -0.6
F 1.66440 2.45774 2.35160 0.2 1.0 -0.6
S 2.58086 1.91095 4.72952 -1.5 -1.4 -0.7
O 3.15165 2.65430 5.84351 0.0 0.5 -0.1
O 1.25854 1.32213 4.94016 0.9 1.2 0.3
O 3.48094 0.99758 4.06755 0.8 0.2 0.0
C -3.11874 -1.21290 3.13739 1.0 0.3 1.0
F -2.89482 -0.08118 2.44680 0.0 0.3 0.0
F -4.45254 -1.36498 3.17198 -0.6 -0.5 -0.5
F -2.54732 -2.19175 2.42465 -0.6 0.2 0.8
S -2.52621 -1.07501 4.94769 1.0 -0.6 1.1
O -1.07873 -0.97947 4.84296 -1.4 -0.2 -0.2
O -3.18934 0.10164 5.50296 -0.1 -0.1 -0.8
O -3.05041 -2.30944 5.56116 0.3 0.5 -0.8
C 3.08925 -3.62127 -1.65169 0.5 -2.0 0.0
F 1.89832 -3.24527 -2.15378 -0.1 0.2 0.7
F 3.84034 -3.89206 -2.75880 0.2 0.1 0.0
F 3.67280 -2.63512 -1.01221 -0.3 0.3 0.0
S 3.01194 -5.24821 -0.60038 -0.5 -0.8 1.5
O 4.32928 -5.35343 0.03586 -0.7 0.5 -1.1
O 1.91463 -5.06193 0.34194 0.7 0.5 -0.7
O 2.71025 -6.30538 -1.55668 0.4 0.6 -0.6
O -2.24049 -1.09876 -3.16620 0.1 0.1 -0.3
H -2.17131 -0.82925 -4.08730 0.0 0.1 0.1
H -1.41132 -0.79707 -2.75944 0.0 -0.2 0.1
O -4.32655 -0.88961 -0.27176 -0.7 0.4 0.1
H -4.13074 -0.11105 -0.80410 0.2 -0.1 0.0
H -4.66134 -0.53919 0.56347 0.2 0.0 0.0
O 3.66161 2.30169 0.25201 0.5 0.3 -0.6
H 2.81492 2.74841 0.15413 -0.1 -0.2 0.2
H 3.57864 1.50246 -0.28524 -0.4 0.0 0.5
O -3.05077 4.52391 -0.54468 -0.2 0.1 0.3
H -2.21328 4.43004 -0.07376 0.1 0.0 -0.2
H -3.56622 3.75517 -0.28185 0.1 0.0 0.0
O 1.96147 -3.20163 2.57684 0.2 -0.2 0.3
H 2.03144 -4.02702 2.08338 -0.1 0.1 -0.3
H 1.58456 -2.57754 1.94893 -0.1 0.1 0.0
O 1.07981 -2.68275 -4.65357 0.0 0.3 -0.3
H 0.48020 -3.29234 -5.09140 0.0 0.0 0.1
H 1.07056 -2.95243 -3.72050 0.1 0.2 -0.1
O -2.25371 -2.64060 -0.25647 0.9 -0.2 -0.7
H -1.31386 -2.37555 -0.43271 -1.1 -0.4 0.6
H -2.68865 -1.83328 0.03782 0.0 -0.2 -0.1
```
Forces are in eV/Å.

- ΔE to the lowest compared entry with this formula, charge and spin (eV) = 0.000
- E_tot (eV) = -161720.942
- highest occupied orbital energy (eV) = 0.605
- total charge = -4
- Kohn-Sham gap (Eh) = 0.1525

Here are the Löwdin charges for atoms 1 to 6, given in e:
1 K 0.897
2 C -0.617
3 F 0.094
4 F 0.113
5 F 0.190
6 S 0.551

=====

2.
The following is a quantum chemistry calculation of 2 unconnected molecules or ions with the total composition C5H14IN2O at a distorted geometry, from OMol25.

Geometry as XYZ:
```
23
Properties=species:S:1:pos:R:3:forces:R:3
C 2.53253 0.66222 -1.46576 0.0 -0.2 0.0
C -1.29918 1.48776 0.59353 0.1 0.4 -0.5
C 2.59376 -0.61668 -0.63992 -0.2 0.3 0.0
C 1.57064 -0.62574 0.49281 0.3 -0.2 0.5
C -1.41976 0.20240 1.27675 -0.3 -0.6 0.3
N 0.22671 -0.74097 -0.06877 0.1 0.5 -1.0
N -3.39587 -0.65242 -0.04251 0.3 0.3 -0.1
O -0.72341 -0.83319 1.01647 0.1 -0.2 0.6
I -2.47246 0.02316 3.05899 0.2 0.1 -0.2
H 1.56768 0.76614 -1.95464 -0.1 0.1 -0.1
H 2.70223 1.53189 -0.83533 0.0 0.1 0.0
H 3.30254 0.64718 -2.23140 0.0 0.1 -0.1
H -0.63682 2.14097 1.17277 0.0 -0.1 0.1
H -0.86225 1.34981 -0.39506 -0.1 0.0 0.1
H -2.25886 1.99748 0.53848 0.0 -0.1 0.1
H 3.58032 -0.70810 -0.18501 0.0 -0.1 0.0
H 2.44354 -1.48488 -1.28233 0.1 -0.2 0.0
H 1.77837 -1.44892 1.18714 -0.1 0.1 0.0
H 1.62135 0.31991 1.03949 0.0 -0.1 0.0
H 0.13963 -1.63436 -0.55561 -0.2 0.0 0.4
H -3.28639 -1.65577 -0.12543 -0.1 -0.1 -0.1
H -3.40569 -0.25445 -0.97591 -0.1 -0.1 0.0
H -4.29861 -0.47341 0.38122 -0.1 0.0 0.0
```
Forces are in eV/Å.

- ΔE to the lowest compared entry with this formula, charge and spin (eV) = 0.120
- E_tot (eV) = -18531.634
- highest occupied orbital energy (eV) = -13.986
- total charge = +1
- Kohn-Sham gap (Eh) = 0.3506

Here are the Löwdin charges for atoms 1 to 6, given in e:
1 C -0.098
2 C -0.083
3 C -0.229
4 C -0.200
5 C -0.789
6 N 0.024

=====

3.
The following is a quantum chemistry calculation of a molecular structure, C5H14MnO9 at a distorted geometry, from OMol25.

Geometry as XYZ:
```
29
Properties=species:S:1:pos:R:3:forces:R:3
Mn 0.35221 -0.06524 0.38553 -0.7 0.6 0.1
O -2.73440 0.69084 3.34622 0.2 -0.7 1.3
C -2.09904 0.80929 2.18582 -1.4 0.2 -2.3
O -1.19936 -0.05941 1.98062 1.3 -0.1 -0.5
O -2.55545 1.62059 1.32509 0.8 -0.7 1.6
H -2.33190 -0.10715 3.78536 -0.5 1.2 -0.5
O 4.01243 -0.27910 1.73800 0.5 0.5 0.6
C 2.75929 -0.00105 1.34357 0.4 -1.4 -0.7
O 2.25652 1.09395 1.54255 -0.9 1.1 0.1
O 2.17864 -0.96458 0.72375 -0.1 0.3 0.1
H 4.34763 0.49888 2.23435 -0.4 -0.6 -0.5
C -1.09170 -2.95300 -0.69398 -0.4 -3.4 -1.4
O -0.82134 -2.00133 0.22624 1.0 2.5 1.0
H -0.23775 -3.01285 -1.37338 -0.1 0.2 0.0
H -1.09168 -3.97456 -0.20624 -0.4 0.9 -0.5
H -1.99440 -2.85939 -1.36006 0.5 0.4 1.0
H -1.35883 -1.85743 1.00813 -0.7 -0.4 0.0
C 1.38870 -0.91149 -2.45436 1.0 2.5 1.9
O 0.12185 -0.36856 -1.99058 0.7 0.3 -0.9
H 2.12728 -0.13743 -2.81848 -0.8 -0.2 1.1
H 1.73705 -1.40846 -1.55845 0.7 -0.3 -0.3
H 1.39708 -1.51892 -3.27643 -1.1 -2.1 -2.0
H -0.05159 0.45973 -2.46942 -0.2 -0.4 0.4
C -0.73813 3.16678 -0.78691 1.1 0.3 0.4
O -0.74349 1.79144 -0.40724 -1.2 -0.1 0.2
H 0.30004 3.43213 -0.69643 0.5 0.6 -0.3
H -1.08757 3.37514 -1.79339 -0.1 -0.4 -0.3
H -1.26398 3.86560 -0.12682 -0.3 -0.7 0.3
H -1.57811 1.67559 0.18692 0.3 0.0 0.0
```
Forces are in eV/Å.

- spin multiplicity = 6
- ΔE to the lowest compared entry with this formula, charge and spin (eV) = 1.491
- E_tot (eV) = -55162.077
- highest occupied orbital energy (alpha / beta) (eV) = -9.585 / -10.113
- Kohn-Sham gap (alpha / beta) (Eh) = 0.3661 / 0.3846

Here are the Löwdin charges for atoms 1 to 6, given in e:
1 Mn 1.070
2 O 0.122
3 C -0.712
4 O -0.083
5 O 0.020
6 H 0.147